# 1
# C38H47ClF6N2O20

A cluster of 7 separate species, C38H47ClF6N2O20 in total at a distorted geometry (the ωB97M-V functional and the def2-TZVPD basis, the Open Molecules 2025 dataset).

Output
DFT total energy = -112918.145 eV
Largest force on an atom = 6.405 eV/A
Highest occupied orbital energy = -8.901 eV
M = 1001.2 u

```
! wB97M-V def2-TZVPD RIJCOSX def2/J DEFGRID3
* xyz 0 1
C 7.9127 2.1818 0.9133
C 7.6811 1.2506 -0.3799
C 6.2139 1.3955 -1.0469
C 5.0204 1.1836 0.0250
C 3.8201 0.3627 -0.7295
C 3.0621 1.4040 -1.6855
C 1.5016 1.5719 -1.4137
N 0.8371 0.6780 -0.5285
C -0.5754 0.9246 -0.4177
C -1.3953 -0.0317 0.5352
C -2.9194 0.1220 0.6871
Cl -3.7634 -1.0579 1.8034
C -3.6838 1.2623 -0.1205
O -5.0923 1.2969 0.0526
C -5.6419 2.6309 -0.1106
C -7.2693 2.4952 -0.0506
C -2.8417 2.1866 -1.0218
C -1.2663 2.0615 -1.2037
N -0.6609 3.0010 -2.1113
C 0.7318 2.6981 -2.1710
C 1.6033 3.6166 -3.1868
C 2.5032 4.7114 -2.4235
O 2.4097 4.5560 -0.9761
C 3.3896 5.4286 -0.3707
C 3.7835 5.0095 1.1352
H 8.4195 1.5232 1.7124
H 6.9610 2.6115 1.3760
H 8.6825 3.0115 0.6709
H 7.9691 0.1692 -0.1387
H 8.4277 1.6089 -1.1914
H 6.0618 2.4132 -1.5529
H 6.1557 0.5943 -1.8647
H 4.5990 2.2123 0.3443
H 5.3673 0.6154 0.9594
H 4.3617 -0.4743 -1.3187
H 3.1890 -0.0858 0.1073
H 3.1720 1.0450 -2.7759
H 3.6518 2.3991 -1.6361
H -0.8480 -0.8606 1.0902
H -5.3307 3.3121 0.7545
H -5.4133 3.1288 -1.1118
H -7.7068 3.4823 0.3239
H -7.6163 1.5722 0.5194
H -7.5925 2.4123 -1.1604
H -3.3911 2.9964 -1.6082
H 2.2207 2.9614 -3.9130
H 0.8644 4.1970 -3.8586
H 3.6074 4.4707 -2.6918
H 2.3106 5.7891 -2.7789
H 4.3877 5.4880 -0.9587
H 3.0177 6.5277 -0.3205
H 4.7278 4.3490 1.0944
H 4.0665 5.9719 1.7056
H 2.9463 4.4926 1.7155
O -10.6049 2.8411 -0.3900
C -10.7451 2.5629 0.7651
O -11.9535 2.3539 1.3604
C -11.6847 1.9208 2.6859
C -10.3141 2.4668 2.9292
F -9.6106 1.6617 3.7602
O -9.7163 2.4235 1.6493
H -11.7163 0.8282 2.7246
H -12.4217 2.3179 3.3856
H -10.2992 3.4933 3.3072
O -0.7401 -6.8581 -0.8895
C -1.1801 -5.8603 -0.3932
O -2.4845 -5.4770 -0.4740
C -2.6217 -4.3260 0.3480
C -1.2244 -3.7967 0.3940
F -0.9733 -3.1865 1.5771
O -0.4341 -4.9659 0.3149
H -2.9925 -4.6256 1.3324
H -3.3226 -3.6130 -0.0883
H -0.9705 -3.1243 -0.4309
O 4.3370 -8.2746 -3.3368
C 3.7978 -7.5319 -2.5652
O 2.9863 -7.9417 -1.5512
C 2.6621 -6.7823 -0.7962
C 2.8657 -5.6861 -1.7907
F 3.2837 -4.5493 -1.1836
O 3.9159 -6.1756 -2.6003
H 3.3382 -6.7064 0.0604
H 1.6355 -6.8259 -0.4302
H 1.9906 -5.4740 -2.4119
O -7.0077 -0.6970 7.8131
C -6.1211 -0.5371 7.0261
O -6.1388 -1.0095 5.7469
C -4.9774 -0.4983 5.1089
C -4.0711 -0.2228 6.2658
F -3.2647 0.8350 6.0109
O -4.9658 0.1332 7.2995
H -5.2376 0.4062 4.5517
H -4.5573 -1.2277 4.4159
H -3.4688 -1.0805 6.5798
O 1.4032 9.2104 -2.6254
C 0.6263 8.4437 -2.1349
O 0.2548 7.2615 -2.7053
C -0.5651 6.5949 -1.7565
C -1.0698 7.7239 -0.9170
F -1.2673 7.3282 0.3630
O -0.0008 8.6472 -0.9420
H 0.0424 5.8841 -1.1877
H -1.3715 6.0501 -2.2499
H -1.9766 8.2003 -1.3013
O 7.5838 -13.4185 -3.1842
C 7.1450 -12.4201 -2.6912
O 5.8402 -12.0349 -2.7749
C 5.7033 -10.8822 -1.9555
C 7.1005 -10.3548 -1.9081
F 7.3499 -9.7416 -0.7246
O 7.8902 -11.5243 -1.9832
H 5.3305 -11.1795 -0.9707
H 5.0040 -10.1686 -2.3944
H 7.3564 -9.6844 -2.7337
*
```

Atomic partial charges in e from the Mulliken method, atoms 1 to 8:
1. C -0.84
2. C -0.60
3. C -0.36
4. C -0.38
5. C -0.69
6. C 0.03
7. C 0.42
8. N -0.39

---

# 2
# C38H47ClGe2NO6Zn

A structure of composition C38H47ClGe2NO6Zn (the ωB97M-V functional and the def2-TZVPD basis, the Open Molecules 2025 dataset).

Output
DFT total energy = -227918.902 eV
Largest force on an atom = 0.710 eV/A
Highest occupied orbital energy = -4.973 eV
M = 859.9 u

```
! wB97M-V def2-TZVPD RIJCOSX def2/J DEFGRID3
* xyz -1 1
Zn -0.8493 1.2759 0.5424
O -3.5979 -1.5568 4.9161
C -2.8448 -1.0835 4.1145
C -2.5425 -1.6296 2.7209
O -2.9293 -2.6847 2.2674
C -1.6930 -0.6243 2.0917
C -1.4756 0.4673 2.9465
O -0.8433 1.5188 2.5404
C -2.0284 0.1994 4.2817
O -1.8644 0.8164 5.3057
O -1.2017 -0.6440 0.8776
C 4.5443 1.2132 1.4972
C 3.1508 0.6313 1.7697
Ge 2.4907 -0.3660 0.2052
C 2.9181 0.7121 -1.3945
C 2.2303 0.1972 -2.6682
C 3.7178 -1.8923 0.0102
C 3.0026 -3.0295 0.0421
Ge 1.1063 -2.4391 0.3273
C 0.5169 -3.0529 2.0792
C 0.6932 -4.5527 2.3545
C -0.0685 -2.7287 -1.2001
C -0.2046 -4.1749 -1.6949
C 3.5665 -4.4152 -0.0497
C 4.9413 -4.6636 0.0331
C 5.4486 -5.9520 -0.0548
C 4.5915 -7.0351 -0.2263
C 3.2258 -6.8105 -0.3087
C 2.7264 -5.5164 -0.2192
H 4.9622 1.6807 2.3939
H 4.5140 1.9746 0.7121
H 5.2449 0.4370 1.1731
H 2.4520 1.4221 2.0536
H 3.1800 -0.0729 2.6056
H 4.0047 0.6280 -1.4862
H 2.6927 1.7647 -1.2271
H 2.4369 -0.8667 -2.8218
H 2.5700 0.7296 -3.5623
H 1.1419 0.3063 -2.6117
H 4.8064 -1.8805 -0.1287
H -0.5391 -2.7950 2.1614
H 1.0641 -2.4588 2.8154
H 0.1089 -5.1602 1.6559
H 0.3351 -4.7883 3.3601
H 1.7351 -4.8703 2.2886
H 0.3115 -2.0842 -1.9972
H -1.0349 -2.3295 -0.8835
H 0.7513 -4.5856 -2.0280
H -0.8940 -4.2262 -2.5424
H -0.6034 -4.8312 -0.9149
H 5.6239 -3.8343 0.1792
H 6.5187 -6.1146 0.0139
H 4.9869 -8.0412 -0.2893
H 2.5442 -7.6437 -0.4389
H 1.6583 -5.3528 -0.2767
Cl 2.0531 5.6489 2.4182
C 1.5672 4.7426 1.0254
C 1.7608 5.2440 -0.2471
C 1.3281 4.4896 -1.3276
C 0.7366 3.2665 -1.0937
N 0.5764 2.7834 0.1418
C 0.9641 3.5094 1.1949
H 2.2282 6.2114 -0.3861
H 1.4384 4.8541 -2.3404
H 0.3599 2.6532 -1.9049
H 0.7616 3.0997 2.1804
C -2.3189 5.2305 0.3200
C -3.5661 4.3996 0.6496
C -3.3498 3.5696 1.9188
C -4.0177 3.5743 -0.5431
C -5.2436 3.8755 -1.1263
C -5.7244 3.1803 -2.2278
C -4.9458 2.1576 -2.7441
C -3.7124 1.8091 -2.1944
C -3.0082 0.6113 -2.8253
C -3.3112 -0.6724 -2.0386
C -1.5015 0.7477 -3.0814
C -3.2322 2.5249 -1.0726
O -2.0468 2.2771 -0.5399
H -1.9531 5.7545 1.2118
H -2.5392 5.9752 -0.4512
H -1.5257 4.5782 -0.0522
H -4.3797 5.0986 0.8544
H -2.4880 2.9076 1.8281
H -4.2261 2.9521 2.1330
H -3.1769 4.2251 2.7789
H -5.8367 4.6792 -0.6992
H -6.6807 3.4317 -2.6699
H -5.2994 1.6016 -3.6091
H -3.4688 0.5009 -3.8096
H -2.8577 -0.6395 -1.0458
H -2.9167 -1.5529 -2.5582
H -4.3890 -0.8003 -1.9169
H -0.9283 0.6506 -2.1626
H -1.2605 1.7108 -3.5424
H -1.1696 -0.0481 -3.7563
*
```

Atomic partial charges in e from the Mulliken method, atoms 1 to 8:
1. Zn 2.18
2. O -0.60
3. C 0.22
4. C 0.16
5. O -0.71
6. C 0.03
7. C 0.47
8. O -0.82

---

What did we get for Kohn-Sham gap? Answer: 7.69; 6.77 eV, in the order shown.